Record 1
Entry from the OMol25 dataset: a structure of composition C14H52Ba2O14 (the ωB97M-V functional and the def2-TZVPD basis).

E_tot = -45381.9912 eV
Spin multiplicity = 1
HOMO level = -10.41 eV
Frontier orbital gap = 2.565 eV
Net charge = +2

Each line ends with the Löwdin charge.
Element x y z (Å)
Ba1 1.4208 4.5000 -4.3244  1.33
Ba2 0.9946 -1.6859 -6.7183  1.28
O1 0.5544 2.5986 -0.0614  -0.20
C1 -0.1852 1.4127 0.2012  -0.30
C2 -0.2596 0.2448 -0.8810  -0.29
O2 -0.4925 0.6071 -2.2427  -0.24
H1 -1.1768 1.7587 0.4930  0.12
H2 0.0882 0.9952 1.1703  0.10
H3 -0.9207 -0.5508 -0.5375  0.10
H4 0.7144 -0.2404 -0.8173  0.11
C3 6.5846 -1.6437 -4.2154  -0.17
O3 5.2235 -1.4225 -3.9386  -0.14
H5 6.8435 -2.3186 -5.0313  0.08
H6 7.0302 -0.6847 -4.4799  0.08
H7 7.1173 -2.0394 -3.3507  0.08
H8 5.2246 -0.9889 -3.0822  0.08
C4 -5.9543 -0.0839 0.9530  -0.16
O4 -6.9760 0.6050 0.2326  -0.12
H9 -6.4456 -0.6671 1.7319  0.08
H10 -5.3848 -0.6980 0.2554  0.07
H11 -5.2660 0.5933 1.4587  0.07
H12 -6.5174 1.2701 -0.2859  0.07
C5 3.9576 8.4529 -0.0281  -0.13
O5 2.8921 7.7939 -0.7598  -0.16
H13 4.7623 7.7354 0.1326  0.07
H14 4.3096 9.3004 -0.6163  0.08
H15 3.6914 8.8471 0.9526  0.08
H16 2.5777 7.0559 -0.2325  0.06
C6 -5.5643 1.7036 -5.4999  -0.16
O6 -5.1489 1.8468 -4.1505  -0.13
H17 -6.5315 2.2053 -5.5309  0.09
H18 -4.8593 2.1775 -6.1829  0.07
H19 -5.6068 0.6375 -5.7227  0.08
H20 -4.2294 1.5709 -4.1490  0.06
C7 -3.1928 -5.7385 2.2513  -0.17
O7 -2.3643 -6.5508 1.4566  -0.13
H21 -4.2254 -6.0717 2.1473  0.08
H22 -2.8930 -5.9796 3.2711  0.08
H23 -3.1356 -4.6734 2.0268  0.08
H24 -2.4057 -7.4097 1.8833  0.07
C8 6.5976 2.0259 0.6657  -0.14
O8 5.4764 1.7256 -0.1939  -0.15
H25 6.3852 2.9602 1.1855  0.07
H26 6.6855 1.2904 1.4654  0.08
H27 7.5229 2.1785 0.1102  0.08
H28 4.7027 2.1559 0.1773  0.06
C9 1.6268 4.4637 5.4750  -0.15
O9 2.4993 4.6256 4.3349  -0.13
H29 1.3433 3.4114 5.4936  0.07
H30 2.2089 4.6143 6.3841  0.08
H31 0.7143 5.0579 5.5240  0.07
H32 1.9549 4.3308 3.6012  0.06
C10 -3.3892 6.4171 2.6707  -0.15
O10 -2.0671 6.6835 2.1838  -0.13
H33 -3.6585 7.3342 3.1946  0.08
H34 -4.1660 6.2016 1.9370  0.07
H35 -3.3468 5.5892 3.3784  0.07
H36 -1.6819 5.8877 1.8097  0.06
C11 3.5450 -3.9432 1.7389  -0.21
O11 4.2640 -4.4553 2.8102  -0.08
H37 2.7666 -4.5801 1.3187  0.07
H38 3.0587 -2.9822 1.9064  0.07
H39 4.1484 -3.7534 0.8512  0.07
H40 4.0523 -5.3912 2.7814  0.08
C12 -1.7553 -1.8603 5.9746  -0.15
O12 -2.1493 -2.5840 7.1518  -0.13
H41 -0.8985 -2.3410 5.5023  0.07
H42 -2.5986 -1.8707 5.2841  0.07
H43 -1.4093 -0.8615 6.2404  0.07
H44 -1.5251 -3.2629 7.4185  0.07
C13 -4.3924 -4.5503 -3.9996  -0.15
O13 -3.2510 -3.7251 -4.2206  -0.15
H45 -4.2936 -5.1186 -3.0747  0.08
H46 -5.2864 -3.9480 -3.8377  0.08
H47 -4.6334 -5.2657 -4.7859  0.08
H48 -3.1723 -3.0795 -3.5145  0.07
C14 1.4721 -6.2467 -3.4953  -0.18
O14 1.9478 -5.8700 -4.7592  -0.14
H49 2.2538 -6.6991 -2.8851  0.08
H50 1.1393 -5.4010 -2.8935  0.08
H51 0.6827 -6.9975 -3.5299  0.08
H52 2.3755 -6.6314 -5.1580  0.08

***

Record 2
Entry from the OMol25 dataset: the molecule C6H12N4O2 (the ωB97M-V functional and the def2-TZVPD basis).

SMILES string = C[C@@H]1CN(N=O)C[C@@H](C)N1N=O
E_tot = -16466.4091 eV
Spin multiplicity = 1
HOMO level = -9.38 eV
ΔE to the lowest compared entry with this formula, charge and spin = 5.265 eV
Frontier orbital gap = 9.854 eV
Net charge = 0

Each line ends with the Löwdin charge.
Element x y z (Å)
C1 -1.5557 -1.5120 0.7752  -0.01
C2 0.0451 -1.4847 0.3022  -0.26
C3 0.8740 -0.6370 1.2930  -0.11
N1 0.2415 0.6871 1.3587  -0.10
N2 -0.2586 0.9913 2.5780  -0.07
O1 -1.0089 1.9400 2.6567  -0.04
C4 -0.4152 1.3590 0.1388  -0.10
C5 0.1324 0.6516 -1.0660  -0.31
C6 1.4924 1.2997 -1.4669  -0.04
N3 0.2591 -0.8685 -0.9937  -0.08
N4 -0.0183 -1.5929 -2.1307  0.00
O2 -0.0407 -0.9083 -3.1646  -0.07
H1 -2.0792 -2.0448 0.0389  0.03
H2 -1.9836 -0.4444 0.8016  0.07
H3 -1.7458 -2.0358 1.7705  0.10
H4 0.3756 -2.6114 0.3857  0.17
H5 0.8083 -1.1493 2.1966  0.10
H6 1.8630 -0.5014 0.9948  0.10
H7 -1.5421 1.2590 0.2429  0.11
H8 -0.3678 2.4702 -0.0023  0.14
H9 -0.4747 0.7672 -1.8966  0.10
H10 1.2092 2.3061 -1.9860  0.12
H11 1.8767 0.6537 -2.2069  0.04
H12 2.3129 1.4055 -0.6200  0.12

***

Record 3
Entry from the OMol25 dataset: a structure of composition C43H59NP3RuSi (the ωB97M-V functional and the def2-TZVPD basis).

⟨S²⟩ = 6.07
E_tot = -85335.8879 eV
Spin multiplicity = 5
HOMO level (spin up / spin down) = -15.83 / -16.53 eV
ΔE to the lowest compared entry with this formula, charge and spin = 6.150 eV
Frontier orbital gap (spin up / spin down) = 6.800 / 5.205 eV
Net charge = +3

Each line ends with the Mulliken spin population.
Element x y z (Å)
Ru1 0.1186 0.2595 -1.1511  1.54
C1 -2.4521 3.1028 -0.1291  0.00
C2 -0.9939 3.2738 0.2707  -0.01
C3 -0.2163 4.0479 -0.8136  0.01
P1 -0.0416 1.7485 0.6640  0.00
C4 1.5535 2.4907 1.2286  -0.07
C5 2.6940 1.5652 1.6541  0.11
C6 1.3307 3.5539 2.3155  0.00
C7 -0.7950 0.9131 2.1650  0.00
C8 -1.6880 1.6860 3.0381  0.19
C9 -2.6234 1.0761 3.8133  0.03
C10 -2.8671 -0.3292 3.7459  0.14
C11 -2.1775 -1.1169 2.8661  0.08
C12 -1.1447 -0.5502 2.0721  0.36
Si1 0.1190 -1.5627 0.5657  0.16
C13 -1.2340 -2.5501 -0.3070  -0.01
C14 -1.2664 -3.9428 -0.1129  0.03
C15 -2.0275 -4.7728 -0.9191  0.00
C16 -2.7459 -4.2421 -1.9817  0.01
C17 -2.7553 -2.8740 -2.1829  0.00
C18 -2.0485 -2.0167 -1.3321  0.03
P2 -2.2537 -0.2370 -1.5634  0.08
C19 -3.9538 0.1762 -0.9653  -0.01
C20 -4.0467 0.2083 0.5486  -0.02
C21 -5.0289 -0.7900 -1.4794  0.00
C22 -2.1581 0.1492 -3.3721  -0.04
C23 -1.2836 1.3999 -3.5531  0.09
C24 -3.4645 0.3285 -4.1469  0.00
C25 1.7168 -2.4450 0.0499  0.09
C26 1.9966 -3.6652 0.6862  0.02
C27 3.2460 -4.2650 0.6132  0.01
C28 4.2693 -3.6443 -0.0843  0.00
C29 4.0302 -2.4298 -0.7049  0.00
C30 2.7701 -1.8255 -0.6465  -0.05
P3 2.4968 -0.2922 -1.5691  0.04
C31 4.0655 0.6838 -1.5553  -0.02
C32 5.0793 0.1778 -2.5953  0.00
C33 3.8541 2.1909 -1.7365  0.04
C34 2.1878 -0.8226 -3.2991  -0.02
C35 0.8801 -1.6029 -3.2182  0.04
C36 2.0753 0.3635 -4.2660  0.00
H1 -2.8613 4.0844 -0.3748  0.00
H2 -3.0658 2.6875 0.6681  0.00
H3 -2.5533 2.4815 -1.0166  0.01
H4 -0.9647 3.8547 1.1918  0.00
H5 0.1051 3.4084 -1.6407  0.00
H6 0.6645 4.5538 -0.4212  0.00
H7 -0.8656 4.8123 -1.2406  0.00
H8 1.8557 2.9969 0.3137  0.02
H9 2.5383 1.1758 2.6611  0.01
H10 3.6122 2.1563 1.6864  0.00
H11 2.8608 0.7206 0.9905  -0.05
H12 0.8457 3.1351 3.1991  0.00
H13 0.7659 4.4195 1.9788  0.00
H14 2.3071 3.9183 2.6388  0.00
H15 -1.6001 2.7658 3.0590  0.01
H16 -3.2243 1.6783 4.4847  0.01
H17 -3.6140 -0.7720 4.3936  -0.02
H18 -2.3869 -2.1791 2.7941  0.00
H19 -0.6891 -4.4053 0.6735  0.00
H20 -2.0431 -5.8391 -0.7302  0.00
H21 -3.3143 -4.8904 -2.6362  0.00
H22 -3.3460 -2.4667 -2.9959  0.00
H23 -4.1410 1.1718 -1.3736  0.00
H24 -4.0438 -0.8135 0.9312  0.00
H25 -4.9930 0.6655 0.8474  0.00
H26 -3.2432 0.7635 1.0159  0.02
H27 -4.8694 -1.7985 -1.0966  0.00
H28 -5.1212 -0.8312 -2.5583  0.00
H29 -5.9876 -0.4430 -1.0874  0.00
H30 -1.6270 -0.7034 -3.7952  0.00
H31 -1.8202 2.3090 -3.2751  0.00
H32 -0.9596 1.4978 -4.5901  0.00
H33 -0.3536 1.4055 -2.9577  -0.01
H34 -4.1210 1.0712 -3.6917  0.00
H35 -4.0150 -0.6012 -4.2680  0.00
H36 -3.2200 0.6855 -5.1496  0.00
H37 1.2488 -4.1572 1.2971  0.00
H38 3.4253 -5.2054 1.1200  0.00
H39 5.2515 -4.0953 -0.1369  0.00
H40 4.8479 -1.9561 -1.2309  0.00
H41 4.4586 0.4943 -0.5548  0.00
H42 4.8915 0.6198 -3.5719  0.00
H43 5.1174 -0.9026 -2.7155  0.00
H44 6.0709 0.5070 -2.2814  0.00
H45 3.2656 2.4159 -2.6296  -0.01
H46 4.8237 2.6751 -1.8639  0.00
H47 3.3801 2.6485 -0.8758  0.00
H48 2.9920 -1.4840 -3.6211  0.00
H49 0.0629 -0.9759 -2.7778  -0.08
H50 0.9334 -2.4973 -2.6019  -0.01
H51 0.4804 -1.8549 -4.2024  0.00
H52 1.5182 1.2027 -3.8433  0.01
H53 1.5591 0.0578 -5.1785  0.00
H54 3.0490 0.7453 -4.5601  0.00
N1 0.9777 -0.7615 1.9118  1.14
C37 0.1883 -0.0808 2.8406  -0.03
C38 0.4875 -0.1675 4.2767  0.02
C39 0.9290 -1.3989 4.7756  0.02
C40 1.2495 -1.5283 6.1119  0.00
C41 1.1533 -0.4258 6.9602  0.05
C42 0.7384 0.8033 6.4702  -0.02
C43 0.4011 0.9338 5.1320  0.07
H55 1.0146 -2.2541 4.1132  0.00
H56 1.5770 -2.4835 6.5007  0.00
H57 1.4090 -0.5285 8.0078  0.00
H58 0.6789 1.6599 7.1293  0.00
H59 0.0911 1.9003 4.7587  0.00

***

The highest E_tot belongs to which entry?
C6H12N4O2